1.
Here is a cluster of 2 separate species, C11H19BrFN3O3 in total at a distorted geometry from the Open Molecules 2025 dataset. Energies are from ωB97M-V/def2-TZVPD.

Element x y z (Å)
C 0.21653 -1.73317 1.21923
C 0.15716 -0.33977 0.54106
C -0.87947 -0.16796 -0.55709
F -0.86857 1.15650 -0.90597
C -2.32696 -0.55469 -0.22150
Br -3.40848 0.26315 -1.67603
C -2.72198 -2.06674 -0.19704
N -3.83749 -2.54695 -0.98974
N -2.81271 -2.31051 1.23523
C -2.94358 -1.27141 1.97825
C -3.02189 -0.08713 1.08196
C -2.83384 1.32771 1.69560
O -1.69319 1.79876 1.86832
O -3.91398 1.86723 1.96697
H -0.21973 -1.65944 2.21448
H -0.19569 -2.54691 0.62885
H 1.26700 -1.95686 1.38829
H 1.13223 -0.20386 0.06210
H 0.09748 0.41967 1.31471
H -0.54427 -0.72092 -1.43946
H -1.85598 -2.64383 -0.54807
H -4.12124 -3.44768 -0.61124
H -3.52021 -2.75223 -1.92698
H -2.76086 -3.24814 1.61244
H -2.98302 -1.29852 3.05603
H -4.09009 -0.09624 0.82728
C 3.36361 1.24685 -2.22934
C 3.79202 1.05653 -0.79466
O 3.60111 0.00811 -0.19513
N 4.40267 2.09777 -0.17743
C 4.71158 3.40922 -0.71792
H 2.89393 0.33244 -2.57851
H 2.64180 2.06083 -2.30672
H 4.22723 1.45805 -2.86102
H 4.66018 1.90297 0.77695
H 5.78896 3.57547 -0.66698
H 4.21285 4.17214 -0.11859
H 4.38686 3.49958 -1.74833

Cartesian forces (eV/Å) of the 2 atoms listed first:
C 0.516 0.797 0.101
C 0.807 -0.838 0.011

Results
Frontier orbital gap = 6.7685 eV
E_HOMO = -7.9 eV
Max |F| = 0.057 Eh/bohr
LUMO energy = -1.13 eV
Spin multiplicity = 1

Atomic partial charges in e from the natural (NBO) method, atoms 1 to 8:
1 C -0.625
2 C -0.469
3 C 0.182
4 F -0.339
5 C -0.001
6 Br 0.053
7 C 0.060
8 N -0.811



2.
Here is a structure of composition C48H77FGeN5O4PS2Si3Y at a distorted geometry from the Open Molecules 2025 dataset. Energies are from ωB97M-V/def2-TZVPD.

Element x y z (Å)
Y 0.52221 -0.31232 1.22426
C 3.46312 -5.21771 1.10658
S 2.86267 -4.84666 -0.55902
C 1.76854 -3.48610 -0.11546
S 2.25710 -1.88946 -0.52278
N 0.75011 -3.84947 0.57598
N 0.02976 -2.82835 1.17066
C -1.06149 -3.33838 1.74329
C -1.73439 -2.66377 2.76546
C -2.85267 -3.24684 3.42602
C -3.38016 -2.64921 4.52939
C -2.78458 -1.46094 5.00965
C -1.72862 -0.93448 4.29494
N -1.22496 -1.45199 3.17015
H 4.10157 -6.09707 1.03815
H 2.61788 -5.42595 1.75849
H 4.04108 -4.38155 1.49699
H -1.34570 -4.36060 1.50195
H -3.25289 -4.17875 3.04272
H -4.22782 -3.09090 5.04313
H -3.12145 -0.97626 5.91562
H -1.23249 -0.04619 4.66111
C 6.63997 1.17260 1.22708
Si 5.15161 0.16290 0.61338
C 5.64300 -1.64614 0.87840
C 5.10042 0.42075 -1.25420
Ge 3.10777 0.75598 1.68405
Si 3.45273 -0.01421 3.92315
C 2.59840 -1.70550 4.02603
C 5.22618 -0.26983 4.54991
C 2.63334 1.07152 5.23162
Si 3.31702 3.12054 1.85201
C 4.59350 3.75386 3.11021
C 3.84714 3.84665 0.18830
C 1.67443 3.92987 2.28095
H 7.55699 0.78905 0.77088
H 6.74422 1.10689 2.30936
H 6.54926 2.22657 0.96663
H 6.65838 -1.82268 0.51352
H 4.95827 -2.29632 0.33307
H 5.60727 -1.92616 1.93137
H 6.09328 0.26025 -1.68457
H 4.76679 1.42488 -1.51485
H 4.40744 -0.28603 -1.71082
H 2.93411 -2.36852 3.22436
H 1.51370 -1.59146 3.92261
H 2.77021 -2.21003 4.98181
H 5.74885 -1.06182 4.01476
H 5.19980 -0.53500 5.61020
H 5.81388 0.64241 4.44624
H 1.60807 1.29917 4.94829
H 3.15950 2.01738 5.36027
H 2.62857 0.55447 6.19625
H 5.60768 3.57743 2.75151
H 4.49574 3.26155 4.07598
H 4.46796 4.82926 3.26507
H 4.81160 3.45335 -0.13423
H 3.93293 4.93484 0.26172
H 3.11840 3.61258 -0.59015
H 1.33487 3.67720 3.28539
H 0.91201 3.57422 1.58754
H 1.74627 5.01837 2.19488
F -4.84561 5.57468 2.93825
C -3.97798 4.82045 2.22602
C -3.56722 3.62351 2.67932
N -2.70881 2.82679 1.97281
C -2.19950 1.58986 2.54373
C -0.92409 1.84310 3.38950
O -1.03384 2.66944 4.29334
O 0.08320 1.14545 3.08748
C -2.12889 3.30396 0.83266
O -1.12353 2.82654 0.27494
N -2.71298 4.43928 0.27860
C -3.55482 5.33334 0.93024
O -3.89110 6.38484 0.42749
H -3.89683 3.23321 3.63028
H -2.03388 0.89139 1.73193
H -2.98159 1.19152 3.19088
H -2.31170 4.74621 -0.59883
C -3.16325 1.87715 -5.12073
C -1.68935 1.49403 -5.18529
C -1.44175 0.15206 -4.48002
C -2.36836 -0.05204 -3.26486
C -2.71071 1.32677 -2.68369
C -3.58624 2.11821 -3.66218
P -1.58101 -1.13487 -1.96789
C -1.08727 -2.67469 -2.87866
C 0.13510 -2.49089 -3.78504
C 0.79624 -3.84776 -4.06109
C -0.23046 -4.98960 -4.08071
C -1.56212 -4.47468 -4.61742
C -2.17217 -3.44133 -3.65173
C -3.06867 -1.77006 -1.02191
C -4.40302 -2.03314 -1.75912
C -5.42450 -0.92530 -1.51325
C -5.80375 -0.82803 -0.02864
C -4.62678 -1.21489 0.87928
C -3.30538 -0.87579 0.20313
H -3.75803 1.06558 -5.55332
H -3.36334 2.76539 -5.72546
H -1.08557 2.27287 -4.71304
H -1.35357 1.42690 -6.22375
H -0.39941 0.11480 -4.15966
H -1.59426 -0.66769 -5.18917
H -3.30117 -0.51461 -3.60993
H -1.77793 1.85587 -2.48791
H -3.21461 1.25023 -1.72062
H -3.51439 3.18350 -3.42607
H -4.63704 1.83790 -3.53191
H -0.76061 -3.29817 -2.03313
H 0.85739 -1.81289 -3.32935
H -0.18382 -2.04355 -4.72999
H 1.55284 -4.03912 -3.30649
H 1.31721 -3.80677 -5.02185
H -0.37285 -5.37834 -3.06884
H 0.13843 -5.82294 -4.68398
H -2.26911 -5.29229 -4.78505
H -1.38650 -4.01051 -5.59332
H -2.82712 -3.95286 -2.94157
H -2.80071 -2.74611 -4.21784
H -2.70707 -2.72773 -0.62561
H -4.82480 -2.98157 -1.40816
H -4.24909 -2.15652 -2.83193
H -6.31863 -1.09581 -2.11970
H -5.00294 0.02198 -1.85207
H -6.65739 -1.47992 0.17864
H -6.12904 0.19158 0.19681
H -4.64452 -2.28825 1.08508
H -4.70620 -0.72020 1.85019
H -2.47739 -1.01985 0.89540
H -3.29671 0.18161 -0.07443
C -0.29977 1.62969 -0.04834
C 0.44227 2.06514 -1.18767
C 0.46406 3.39319 -1.71723
C 1.16909 3.72144 -2.86173
C 1.91608 2.77727 -3.55569
C 1.93869 1.47822 -3.04530
C 1.23144 1.13251 -1.91647
H -0.03481 4.19196 -1.18308
H 1.15725 4.75232 -3.20330
H 2.47649 3.04331 -4.44269
H 2.52346 0.71249 -3.54384
H 1.26793 0.10334 -1.59071

Cartesian forces (eV/Å) of the 2 atoms listed first:
Y -0.733 -0.194 0.332
C -0.071 0.001 -0.031

Results
Frontier orbital gap (spin up / spin down) = 4.7990 / 4.7918 eV
E_HOMO (spin up / spin down) = -1.0 / -1.0 eV
Max |F| = 0.021 Eh/bohr
LUMO energy (spin up / spin down) = 3.84 / 3.83 eV
Spin multiplicity = 2
Charge = -2
<S²> = 0.773

Atomic partial charges in e from the Mulliken method, atoms 1 to 8:
1 Y -2.842
2 C -0.669
3 S -0.079
4 C -0.291
5 S -0.112
6 N -1.171
7 N 1.469
8 C -1.142



3.
Here is a structure of composition CH5NO2S2 at a distorted geometry from the Open Molecules 2025 dataset. Energies are from ωB97M-V/def2-TZVPD.

Element x y z (Å)
C -1.97915 0.79116 0.06841
N 0.29147 -0.80185 -0.78703
O 1.89765 0.97590 0.01928
O 2.31122 -1.34015 0.94792
S -1.32845 -0.92406 -0.19178
S 1.23696 -0.16706 0.61254
H -2.53280 0.62305 0.95768
H -1.03696 1.35219 0.22173
H -2.56530 1.17934 -0.79936
H 0.49851 -0.37092 -1.63990
H 3.20686 -1.31762 0.59052

Cartesian forces (eV/Å) of the 2 atoms listed first:
C 1.257 -1.138 -1.298
N 3.444 -0.879 2.337

Results
Frontier orbital gap (spin up / spin down) = 5.2997 / 6.8493 eV
E_HOMO (spin up / spin down) = -4.6 / -9.5 eV
Max |F| = 0.092 Eh/bohr
LUMO energy (spin up / spin down) = 0.75 / -2.64 eV
Spin multiplicity = 3
<S²> = 2.006

Atomic partial charges in e from the natural (NBO) method, atoms 1 to 8:
1 C -0.801
2 N -1.156
3 O -0.948
4 O -0.910
5 S 0.628
6 S 1.601
7 H 0.240
8 H 0.211



4.
Here is a cluster of 3 separate species, C4H11NO in total at a distorted geometry from the Open Molecules 2025 dataset. Energies are from ωB97M-V/def2-TZVPD.

Element x y z (Å)
C -1.33901 0.61204 1.82974
C -0.87280 0.46304 0.52571
C 0.15690 -0.25474 0.04576
N 0.22306 -0.66669 -1.28952
C 0.45099 -2.10236 -1.46594
H -0.46132 0.75440 3.68801
H -0.72470 0.32501 2.74452
H -2.36888 0.71202 2.10429
H -1.43339 0.87526 -0.32394
H 0.96318 -0.62517 0.68209
H 0.83655 -0.13345 -1.88280
H -0.50299 -2.63418 -1.40250
H 0.86551 -2.26371 -2.45794
H 1.14050 -2.52225 -0.71768
H 0.94126 3.27134 -0.88553
H 0.78179 1.78905 -0.35344
O 1.34335 2.40041 -0.84084

Cartesian forces (eV/Å) of the 2 atoms listed first:
C 0.003 -1.538 1.207
C 0.051 1.179 -1.384

Results
Frontier orbital gap = 5.7538 eV
E_HOMO = -7.3 eV
Max |F| = 0.038 Eh/bohr
LUMO energy = -1.56 eV
Spin multiplicity = 1

Atomic partial charges in e from the natural (NBO) method, atoms 1 to 8:
1 C -0.309
2 C -0.332
3 C 0.074
4 N -0.662
5 C -0.407
6 H -0.049
7 H 0.107
8 H 0.215



5.
Here is a cluster of 11 separate species, C22H66O11 in total from the Open Molecules 2025 dataset. Energies are from ωB97M-V/def2-TZVPD.

Element x y z (Å)
C -4.75584 -20.94840 -30.86014
C -5.53248 -21.60025 -29.73761
O -6.06616 -22.83023 -30.22698
H -3.93378 -21.56722 -31.21066
H -4.37674 -19.97789 -30.53136
H -5.42478 -20.75047 -31.70146
H -6.33620 -20.93837 -29.39455
H -4.87490 -21.79259 -28.87996
H -6.60630 -23.24359 -29.54830
C -7.96190 -18.30642 -32.34005
C -8.54748 -17.33489 -31.33820
O -9.27355 -16.31799 -32.03762
H -7.40354 -17.75893 -33.10314
H -8.76248 -18.84545 -32.84952
H -7.28917 -19.00351 -31.84163
H -7.75088 -16.86893 -30.75300
H -9.21086 -17.88140 -30.66223
H -10.08546 -16.09761 -31.56424
C -6.30487 -16.11647 -37.47337
C -6.11096 -17.10438 -36.33698
O -5.66998 -16.48042 -35.14030
H -7.19400 -15.49741 -37.30696
H -6.42230 -16.62481 -38.43352
H -5.46861 -15.42013 -37.56451
H -5.33058 -17.81850 -36.59651
H -7.06050 -17.61944 -36.15740
H -6.41689 -15.97478 -34.78399
C -8.48214 -20.22804 -27.81856
C -9.68724 -19.38175 -27.51221
O -10.86975 -20.03331 -27.96709
H -7.57896 -19.67496 -27.56102
H -8.45008 -20.48419 -28.88251
H -8.47524 -21.19638 -27.31384
H -9.59270 -18.40305 -28.00311
H -9.73949 -19.15413 -26.43922
H -11.61323 -19.44739 -27.80245
C -7.27172 -13.12171 -29.77787
C -8.68528 -13.54211 -30.04324
O -8.98971 -14.68674 -29.25604
H -6.58275 -13.92189 -30.05780
H -7.11351 -12.94206 -28.71287
H -7.03147 -12.22951 -30.35228
H -8.84896 -13.74796 -31.11109
H -9.39159 -12.72520 -29.82351
H -9.90008 -14.95568 -29.43858
C -12.42589 -17.68118 -31.17291
C -11.86060 -16.92588 -30.00416
O -11.46438 -15.59318 -30.39704
H -12.80952 -18.66157 -30.89257
H -11.70684 -17.81500 -31.98543
H -13.23725 -17.10792 -31.63505
H -10.93998 -17.36947 -29.62358
H -12.55185 -16.87579 -29.15910
H -12.22134 -15.06574 -30.67474
C -6.99648 -13.02763 -34.68603
C -8.22338 -13.82943 -34.31926
O -7.86290 -15.17855 -34.03743
H -7.26855 -11.97753 -34.81273
H -6.53060 -13.41594 -35.58819
H -6.27154 -13.05186 -33.86752
H -8.93548 -13.79557 -35.15994
H -8.75761 -13.39249 -33.46812
H -8.38734 -15.50889 -33.28838
C -10.90634 -17.41519 -36.81118
C -10.97739 -18.42769 -35.69181
O -10.78629 -19.74601 -36.23391
H -9.92726 -17.38010 -37.28640
H -11.14714 -16.41231 -36.44607
H -11.66532 -17.63600 -37.56336
H -11.96958 -18.36401 -35.22832
H -10.23798 -18.25451 -34.90551
H -10.16417 -20.22647 -35.68303
C -3.84807 -15.49951 -31.62531
C -4.61049 -16.41426 -30.71937
O -3.75218 -16.82598 -29.63863
H -4.43200 -15.35183 -32.53946
H -2.90060 -15.94784 -31.91476
H -3.69037 -14.52654 -31.16202
H -4.98309 -17.29088 -31.26320
H -5.48705 -15.93202 -30.27150
H -4.22703 -17.46413 -29.09869
C -7.48389 -15.10577 -26.16156
C -6.46176 -15.82792 -27.00345
O -7.07696 -16.54389 -28.07500
H -8.17716 -15.82617 -25.72218
H -8.07737 -14.43338 -26.78844
H -7.04159 -14.51753 -25.35754
H -5.95490 -16.58189 -26.39703
H -5.69518 -15.14871 -27.39254
H -7.67410 -15.93481 -28.53442
C -12.06095 -14.68399 -33.80419
C -12.33830 -13.31446 -34.34395
O -13.20239 -12.64973 -33.41590
H -11.53641 -14.61894 -32.85010
H -11.44198 -15.25628 -34.49989
H -12.94674 -15.30541 -33.65222
H -12.77615 -13.36161 -35.34748
H -11.40474 -12.74549 -34.43004
H -13.38774 -11.76369 -33.73936

Cartesian forces (eV/Å) of the 2 atoms listed first:
C -0.388 0.337 -0.013
C 0.117 -0.182 0.072

Results
Frontier orbital gap = 9.7981 eV
E_HOMO = -9.6 eV
Max |F| = 0.019 Eh/bohr
SMILES = CCO.CCO.CCO.CCO.CCO.CCO.CCO.CCO.CCO.CCO.CCO
LUMO energy = 0.22 eV
Spin multiplicity = 1

Atomic partial charges in e from the Mulliken method, atoms 1 to 8:
1 C -0.998
2 C 0.456
3 O -0.550
4 H 0.361
5 H 0.198
6 H 0.235
7 H -0.287
8 H 0.323